The following is a quantum chemistry calculation of C68H147N6O2 as an isolated structure at a distorted geometry, from OMol25.

Last column: Löwdin charge in e.
Element x y z (Å)
C 1.178 0.856 0.019  0.0683
C 0.151 -0.218 0.555  -0.5775
O -0.230 -1.040 -0.285  -0.0788
O -0.144 -0.152 1.754  -0.1746
H 1.721 0.563 -0.880  0.0805
H 1.878 0.960 0.848  0.0330
H 0.655 1.782 -0.221  0.0831
C -1.373 -5.103 -3.330  -0.0841
C -0.179 -4.148 -3.480  -0.1498
C 0.828 -4.318 -2.319  -0.2015
C 0.143 -4.040 -0.950  -0.0751
N 1.109 -3.747 0.222  -0.0680
C 1.889 -2.399 0.066  -0.1034
C 2.120 -1.866 1.449  -0.1227
C 0.771 -2.297 2.221  -0.2259
C 0.325 -3.577 1.591  -0.0136
C 2.196 -4.833 0.443  -0.0751
C 1.644 -6.237 0.795  -0.2324
C 2.706 -7.263 1.045  -0.0916
H -0.998 -6.124 -3.258  0.1342
H -2.029 -5.150 -4.200  0.0033
H -1.984 -4.946 -2.441  0.0276
H -0.608 -3.147 -3.438  0.0884
H 0.260 -4.183 -4.477  0.1421
H 1.623 -3.581 -2.437  -0.0852
H 1.368 -5.265 -2.332  0.1412
H -0.556 -4.794 -0.590  0.1411
H -0.528 -3.195 -1.107  0.0506
H 2.791 -2.711 -0.461  0.1497
H 1.224 -1.782 -0.538  0.0847
H 2.935 -2.480 1.833  0.1596
H 2.401 -0.818 1.548  0.0685
H 0.708 -2.298 3.310  0.0183
H 0.020 -1.519 2.088  0.0390
H 0.568 -4.346 2.324  0.1448
H -0.746 -3.594 1.392  0.1015
H 2.940 -4.534 1.181  0.1396
H 2.667 -4.970 -0.531  0.1327
H 1.027 -6.541 -0.050  0.1103
H 0.982 -6.282 1.660  0.1091
H 2.293 -8.217 1.373  0.0918
H 3.281 -7.039 1.944  0.0916
H 3.246 -7.701 0.206  0.0951
C 1.789 -2.310 -2.477  -0.1564
C 2.113 -1.178 -3.460  -0.1100
C 1.393 0.173 -3.186  -0.1222
C -0.112 -0.019 -3.005  -0.1255
N -0.926 1.325 -3.283  -0.0863
C -0.638 2.383 -2.170  -0.0131
C -1.409 1.850 -0.949  -0.2463
C -2.746 1.456 -1.548  -0.1089
C -2.411 0.974 -2.989  -0.0358
C -0.735 1.915 -4.736  -0.0978
C -1.182 1.090 -5.937  -0.2156
C -1.304 1.782 -7.353  -0.0464
H 2.348 -3.196 -2.779  0.1449
H 0.733 -2.576 -2.437  0.0641
H 2.036 -2.118 -1.433  0.0253
H 1.891 -1.686 -4.399  0.1244
H 3.186 -1.022 -3.571  0.1180
H 1.617 0.791 -4.056  0.1047
H 1.731 0.656 -2.270  0.0649
H -0.506 -0.467 -2.092  -0.0532
H -0.410 -0.733 -3.773  0.1501
H -1.197 3.286 -2.416  0.1434
H 0.407 2.687 -2.107  0.1276
H -1.568 2.689 -0.271  0.0896
H -0.938 0.991 -0.471  0.0346
H -3.432 2.303 -1.518  0.1424
H -3.216 0.638 -1.003  0.1005
H -3.059 1.485 -3.700  0.1446
H -2.510 -0.080 -3.247  0.1065
H 0.329 2.115 -4.868  0.1110
H -1.172 2.912 -4.777  0.1349
H -2.107 0.541 -5.756  0.1051
H -0.405 0.329 -6.017  0.1009
H -1.357 0.976 -8.084  0.0857
H -0.535 2.502 -7.632  0.0846
H -2.289 2.245 -7.416  0.0797
C -4.352 -6.129 -5.734  -0.0739
C -3.628 -5.898 -4.471  -0.2513
C -4.225 -4.676 -3.682  -0.1518
C -4.041 -4.702 -2.240  -0.0960
N -4.539 -3.418 -1.445  -0.1399
C -6.029 -3.063 -1.679  -0.0662
C -6.523 -2.136 -0.525  -0.1384
C -5.618 -2.430 0.598  -0.1599
C -4.588 -3.454 0.099  -0.0726
C -3.636 -2.184 -1.849  -0.0262
C -2.149 -2.534 -1.614  -0.1522
C -1.308 -1.277 -1.778  -0.2810
H -3.965 -7.039 -6.193  0.1003
H -4.121 -5.267 -6.360  0.0908
H -5.428 -6.196 -5.575  0.0944
H -2.559 -5.691 -4.509  0.0099
H -3.659 -6.831 -3.909  0.1404
H -5.251 -4.446 -3.970  0.1324
H -3.568 -3.921 -4.114  0.1246
H -3.029 -4.834 -1.856  0.0828
H -4.708 -5.453 -1.816  0.1523
H -6.330 -2.734 -2.674  0.1383
H -6.519 -4.027 -1.543  0.1401
H -6.499 -1.091 -0.833  0.1197
H -7.531 -2.383 -0.192  0.1378
H -5.109 -1.545 0.978  0.0899
H -6.205 -2.931 1.367  0.1384
H -3.563 -3.276 0.425  0.1034
H -4.841 -4.466 0.417  0.1453
H -3.820 -1.356 -1.164  0.1074
H -3.818 -1.880 -2.880  0.1405
H -1.872 -3.300 -2.338  0.0615
H -1.809 -2.979 -0.679  0.0946
H -0.243 -1.480 -1.657  0.0827
H -1.521 -0.486 -1.059  0.1167
H -1.403 -0.860 -2.780  0.0498
C 1.260 5.277 2.354  -0.1266
C 0.985 4.335 3.404  -0.2289
C -0.410 3.641 3.273  -0.1181
C -0.651 2.630 2.158  -0.1249
N -2.068 2.118 1.977  -0.0964
C -2.325 1.320 3.297  -0.0283
C -3.217 0.093 2.786  -0.0858
C -2.566 -0.295 1.519  -0.1681
C -2.176 1.013 0.923  -0.1589
C -3.187 3.228 1.856  -0.0214
C -3.004 4.304 0.706  -0.2124
C -4.122 5.306 0.635  -0.0728
H 0.943 4.894 1.384  0.0753
H 2.336 5.441 2.303  0.0705
H 0.727 6.214 2.516  0.1103
H 1.115 4.893 4.331  0.1467
H 1.861 3.685 3.402  0.0743
H -1.209 4.382 3.264  0.1282
H -0.549 3.058 4.183  0.0934
H 0.034 1.796 2.306  0.0764
H -0.420 3.004 1.160  0.1163
H -2.671 2.013 4.063  0.1481
H -1.365 0.952 3.659  0.0442
H -4.193 0.432 2.438  0.1266
H -3.266 -0.673 3.559  0.1133
H -3.287 -0.937 1.013  0.1108
H -1.718 -0.908 1.828  0.0615
H -2.909 1.293 0.167  0.0854
H -1.214 0.834 0.443  0.0363
H -3.167 3.765 2.804  0.1248
H -4.105 2.643 1.796  0.1393
H -2.948 3.738 -0.224  0.0725
H -2.084 4.856 0.901  0.1120
H -5.047 4.794 0.374  0.0918
H -3.911 6.121 -0.059  0.0963
H -4.307 5.827 1.575  0.0948
C 5.019 2.203 -3.985  -0.0865
C 4.005 3.309 -4.166  -0.2378
C 3.617 3.922 -2.812  -0.1993
C 4.707 4.707 -2.050  -0.0874
N 4.273 5.149 -0.635  -0.1414
C 5.539 5.839 0.114  0.0020
C 5.230 7.418 0.094  -0.1044
C 4.034 7.571 -0.797  -0.1743
C 3.255 6.326 -0.630  -0.1017
C 3.729 3.939 0.272  -0.0883
C 4.707 2.782 0.366  -0.1672
C 4.056 1.548 0.978  -0.1246
H 4.614 1.436 -3.325  0.0626
H 6.009 2.543 -3.678  0.0855
H 5.195 1.705 -4.939  0.0890
H 3.134 2.925 -4.696  0.0954
H 4.243 4.147 -4.821  0.1237
H 3.343 3.068 -2.192  0.0767
H 2.725 4.543 -2.897  0.1055
H 5.008 5.554 -2.668  0.1504
H 5.578 4.064 -1.922  0.1159
H 5.573 5.418 1.119  0.1167
H 6.410 5.503 -0.449  0.1246
H 5.022 7.772 1.103  0.1244
H 6.160 7.850 -0.276  0.1290
H 3.399 8.380 -0.436  0.1384
H 4.335 7.862 -1.804  0.1339
H 2.729 6.300 0.324  0.1094
H 2.553 6.154 -1.446  0.1268
H 2.827 3.632 -0.257  0.1068
H 3.374 4.332 1.224  0.0928
H 5.606 2.978 0.949  0.1313
H 5.073 2.469 -0.612  0.1082
H 3.642 1.815 1.951  0.0309
H 4.813 0.776 1.111  0.1265
H 3.234 1.102 0.417  0.0551
C 0.882 0.828 9.430  -0.0813
C 1.455 0.049 8.257  -0.2553
C 0.729 0.061 6.914  -0.1745
C 1.473 -0.612 5.738  -0.0453
N 1.056 -0.137 4.290  -0.0889
C 1.974 -0.757 3.179  -0.1505
C 2.955 0.354 2.751  -0.1715
C 2.150 1.602 2.904  -0.1845
C 1.263 1.424 4.168  -0.0119
C -0.392 -0.487 4.033  -0.1181
C -0.735 -1.991 4.009  -0.1475
C -1.768 -2.459 3.013  -0.0822
H 0.870 1.869 9.109  0.0756
H 1.387 0.627 10.375  0.0938
H -0.176 0.696 9.657  0.0802
H 1.513 -1.004 8.530  0.1177
H 2.500 0.303 8.080  0.1126
H 0.525 1.076 6.573  0.1041
H -0.219 -0.454 7.070  0.1221
H 1.314 -1.678 5.579  0.1302
H 2.540 -0.390 5.710  0.1370
H 1.388 -0.866 2.267  0.0298
H 2.329 -1.752 3.449  0.1604
H 3.344 0.080 1.770  0.0680
H 3.850 0.350 3.374  0.1688
H 1.471 1.784 2.070  0.0781
H 2.790 2.484 2.883  0.1097
H 0.335 1.993 4.216  0.0734
H 1.904 1.716 5.000  0.1505
H -0.395 -0.029 3.043  0.0168
H -1.069 0.031 4.713  0.1373
H -0.953 -2.310 5.029  0.1492
H 0.151 -2.585 3.785  0.0552
H -1.480 -2.241 1.985  0.0491
H -2.800 -2.191 3.239  0.0932
H -1.774 -3.547 3.080  0.1189

Calculated values
Total charge ... +5
DFT total energy ... -3154.56741 Eh
Energy relative to the best compared isomer or geometry (same formula, charge and spin) ... 4946.5 kJ/mol
Frontier orbital gap ... 8.89 eV
Spin multiplicity ... 1